ORCA calculation (ωB97M-V/def2-TZVPD) on the ion C52H73N4O with charge +1.

The geometry in XYZ format:
```
130
Properties=species:S:1:pos:R:3:forces:R:3
O -0.10737 -6.32637 -5.16992 0.24 -0.06 -0.05
N 2.11569 0.02061 0.65010 -1.66 1.87 1.03
N 0.50560 1.02858 1.66292 1.90 -0.95 -1.20
N -0.54839 -0.56492 -3.30686 0.88 0.59 0.32
N 1.83164 0.85255 1.68031 -1.40 -0.93 -1.27
C -0.77925 -3.26760 0.47262 0.13 -0.11 -0.27
C -5.66246 -0.48883 -0.33374 -0.11 0.12 0.21
C 1.32076 -3.34209 -3.47565 -0.55 0.14 0.43
C -1.02254 -3.61290 -2.93793 0.37 0.16 -0.08
C -0.62036 2.76122 -1.33330 0.19 -0.30 -0.55
C -1.08176 -4.76247 -3.69617 0.23 -0.45 -0.53
C 3.52355 -0.17740 0.41374 0.95 0.77 0.35
C 1.10086 -0.89648 -1.48067 2.98 1.19 0.30
C -0.10612 2.07847 2.47620 -0.28 0.67 0.94
C -2.68215 3.83472 -0.43170 -0.15 -0.15 0.00
C 4.29338 -0.85850 1.37272 -0.48 -0.47 0.28
C 5.66669 -0.93769 1.16832 0.13 0.21 -0.09
C -1.48777 0.20507 0.40091 -1.45 -0.05 0.18
C -2.04782 -2.87996 2.55584 -0.13 0.27 0.08
C 5.51945 0.52471 -0.73847 0.00 0.14 0.22
C -1.62457 4.13447 3.60043 -0.07 0.00 0.00
C 3.72494 -0.30246 3.76869 -0.06 0.40 -0.01
C -1.15063 1.76796 3.37907 0.39 -0.22 -0.22
C -3.67025 1.09761 -0.10954 0.06 0.04 -0.23
C 0.29600 3.42274 2.29635 -0.04 -0.13 -0.17
C -6.58529 0.72370 -0.19519 0.02 -0.11 0.06
C 0.96765 -6.95648 -5.90394 -0.30 0.29 0.38
C -1.32647 0.34354 3.86622 -0.34 -0.42 -0.57
C -0.24019 -0.80830 -4.69951 0.06 0.00 -0.14
C -0.47203 4.43492 2.88945 0.06 -0.16 0.07
C 1.47705 3.80718 1.41969 -0.47 -0.35 -0.26
C -2.29669 1.31989 0.00926 0.21 -0.78 0.07
C 6.27651 -0.27269 0.10911 0.11 -0.19 -0.04
C -2.75878 0.04224 4.31822 -0.05 0.12 0.03
C 0.97508 -0.25506 -0.11465 1.44 -0.47 0.32
C 0.15998 -2.85167 -2.85541 -0.02 0.00 0.49
C 2.49721 -2.23214 2.66277 -0.15 0.02 -0.07
C -2.06904 -1.06707 0.72544 0.35 0.62 -0.22
C 1.28131 -4.52199 -4.22745 -0.61 -0.49 -0.46
C 2.76889 3.75314 2.21952 0.26 -0.05 0.33
C -5.77092 -1.09410 -1.73559 0.10 -0.04 -0.14
C -1.68177 2.69514 -0.24256 0.25 0.30 0.70
C 3.15859 1.48755 -2.70804 -0.07 -0.19 -0.29
C 1.25423 5.12663 0.69026 -0.01 0.21 -0.05
C -1.27528 -2.18242 1.42955 0.35 -0.06 -0.16
C 3.77804 -1.41272 2.71281 0.56 -0.31 -0.14
C -0.02739 -1.44604 -2.22336 -3.02 -1.62 -1.88
C -3.41008 -1.24928 0.41046 0.17 0.10 0.07
C 0.06380 -5.22899 -4.38463 0.58 0.66 0.22
C -0.04733 0.32655 0.57006 -0.29 0.98 1.34
C 3.40814 1.80118 -1.24021 -0.10 -0.50 0.29
C -0.31582 -0.05836 4.95301 0.12 0.24 0.07
C -1.95499 2.80745 3.84589 0.19 -0.09 0.09
C 4.15426 3.13223 -1.12092 0.13 0.03 0.16
C -4.21127 -0.18449 0.00252 -0.18 -0.12 -0.12
C 4.14877 0.66083 -0.52973 -0.21 0.08 -0.44
C -1.84611 0.02861 -3.15127 -0.41 -0.18 0.20
H -2.68093 -0.60235 -3.51763 0.17 -0.02 0.02
H -2.34331 -2.16688 3.33025 -0.03 -0.33 -0.28
H -1.91204 -3.28283 -2.38429 0.32 -0.05 -0.44
H 0.48499 -7.80997 -6.38636 0.18 0.18 0.08
H 0.05035 -2.91103 -0.14957 -0.24 -0.21 0.07
H 1.40433 -6.30617 -6.67269 -0.22 0.06 0.21
H -2.26269 4.93421 3.98704 0.27 -0.27 -0.14
H -0.18061 3.76736 -1.38497 -0.19 -0.26 0.04
H -0.19258 5.48072 2.75379 -0.04 -0.39 -0.01
H 0.78895 -1.14676 -4.84898 -0.15 0.14 0.06
H -3.27685 3.67875 -1.34019 0.00 0.13 0.16
H -6.80796 -1.36522 -1.95422 0.11 0.03 0.02
H -1.11392 -0.26990 2.97921 -0.15 -0.04 0.41
H 4.57778 -2.09756 3.02931 -0.21 0.05 -0.05
H 7.35766 -0.33438 -0.00841 -0.25 -0.01 -0.05
H -7.63067 0.40633 -0.27039 0.17 0.09 -0.03
H -1.04626 2.52866 -2.31810 0.15 0.05 0.19
H 1.76723 -7.31568 -5.24298 -0.23 0.13 0.01
H 1.62625 -1.58743 2.51498 -0.02 -0.19 0.05
H -2.95008 -3.36896 2.16293 0.25 0.03 0.19
H 2.35337 -2.77062 3.60816 0.05 0.14 -0.20
H -0.90790 -1.54468 -5.18426 0.10 0.01 0.18
H 2.99223 2.69822 2.42089 0.20 0.42 0.15
H -0.37890 -1.71867 1.87769 -0.34 -0.19 -0.10
H 2.54634 -2.96658 1.85346 -0.14 0.04 0.06
H 6.26254 -1.48725 1.90050 -0.11 0.19 -0.29
H 4.71422 0.15670 3.90495 -0.24 -0.13 -0.01
H -3.03303 0.65275 5.19207 0.03 -0.21 -0.25
H -2.85481 -1.00973 4.61716 -0.02 0.42 0.02
H 2.16212 -4.86185 -4.77882 -0.22 0.12 0.35
H -5.15723 -1.99661 -1.82399 -0.06 0.10 -0.03
H 3.60115 4.19567 1.66159 -0.16 -0.05 0.13
H -1.88713 0.96689 -3.72388 -0.06 -0.14 0.19
H -0.41242 -1.13388 5.17908 0.01 0.39 -0.09
H 2.50453 2.24606 -3.15964 0.26 -0.17 -0.02
H -0.38079 0.14371 -5.22725 0.15 -0.18 -0.03
H 2.67751 0.51194 -2.81451 0.42 0.44 -0.36
H 5.05024 3.12466 -1.75596 -0.22 0.10 0.16
H -6.39305 1.45292 -0.99109 -0.09 -0.06 0.14
H -3.85878 -2.24010 0.49845 0.06 0.24 0.15
H 0.20390 2.06072 -1.14359 -0.20 0.14 -0.22
H 4.10787 1.42170 -3.25562 -0.19 0.22 0.06
H -1.15145 2.91625 0.68995 -0.26 0.10 -0.27
H 3.50432 3.95196 -1.45353 0.17 -0.18 0.01
H -1.40308 -3.64141 3.02011 -0.24 0.20 -0.18
H 1.99943 5.25098 -0.10255 -0.04 0.02 0.18
H 0.26325 5.15411 0.22148 0.17 0.05 0.13
H -2.03151 0.23773 -2.09556 -0.06 0.06 -0.28
H 5.99000 1.13935 -1.50954 -0.04 -0.27 0.30
H -0.50122 0.50911 5.88111 0.11 -0.20 -0.31
H 1.54603 3.01966 0.66167 0.01 0.21 -0.11
H -2.15276 4.79162 -0.53564 -0.07 -0.28 0.01
H -6.44651 1.20949 0.77668 -0.06 0.01 -0.15
H 1.50557 -0.08139 -2.12968 -0.62 -0.64 0.80
H -5.99371 -1.25621 0.38147 0.03 0.16 -0.09
H 0.71839 0.13522 4.62758 -0.26 -0.05 0.14
H -3.34533 3.92203 0.43539 -0.03 -0.02 -0.20
H -5.43582 -0.37802 -2.49766 -0.05 -0.11 0.14
H 2.66766 4.28084 3.17817 0.06 -0.07 -0.24
H -3.46578 0.24160 3.49831 0.10 -0.07 0.28
H 2.27300 -2.80847 -3.37441 -0.35 -0.13 -0.17
H 3.03141 0.48591 3.44451 0.31 -0.27 0.38
H -0.89145 -1.55898 -1.56187 0.17 -0.08 0.05
H -2.84206 2.56474 4.42640 0.29 0.11 -0.03
H -2.02540 -5.29300 -3.82821 0.31 0.00 0.12
H -4.33399 1.92941 -0.35987 0.32 -0.32 0.05
H 4.46503 3.33319 -0.08856 -0.05 -0.05 -0.26
H 3.38655 -0.69238 4.73756 0.11 0.00 -0.22
H 2.44966 1.90406 -0.70986 0.14 0.10 -0.37
H 1.94159 -1.61946 -1.46971 -0.34 0.24 0.41
H -1.59518 -3.60079 -0.18650 0.29 0.03 0.18
H 1.33376 5.98356 1.36963 0.05 -0.12 -0.17
H -0.41918 -4.14366 1.03291 -0.10 0.29 -0.15
```
Forces are in eV/Å.

lowest unoccupied orbital energy: -2.888 eV
HOMO energy: -9.883 eV
electronic energy: -63110.4679 eV
total charge: +1
orbital gap: 7.0 eV